The molecule C9H16ClI. Source: OMol25; level of theory: ωB97M-V with the def2-TZVPD basis set.

```
27
Properties=species:S:1:pos:R:3:nbo_charge:R:1
C -3.26607 -0.65768 -0.48751 -0.131
C -2.85195 0.42072 0.16694 -0.160
C -4.52233 -1.28761 -0.19680 -0.659
C -2.26895 -1.32767 -1.39896 -0.623
C 1.70114 -0.43464 0.89670 -0.607
C 3.40667 0.84123 -0.44912 -0.629
C 1.33111 2.79164 0.73162 -0.767
C 1.87975 0.46153 -0.34406 -0.324
C 1.13837 1.79415 -0.34052 0.030
Cl -3.64902 1.04212 1.57881 -0.005
I -0.98929 1.40260 -0.65266 0.328
H -5.23819 -0.57620 0.23541 0.234
H -4.66577 -2.10390 0.54974 0.238
H -5.05838 -1.71960 -1.14217 0.219
H -2.63646 -2.31369 -1.48266 0.214
H -2.25740 -0.83207 -2.50933 0.221
H -1.28530 -1.35801 -0.98303 0.222
H 2.15954 -1.46865 0.54353 0.214
H 2.22275 -0.01293 1.70661 0.201
H 0.62345 -0.47693 0.97842 0.215
H 3.92989 -0.11983 -0.68193 0.208
H 3.31620 1.43273 -1.34560 0.225
H 3.73616 1.16830 0.58068 0.216
H 0.47686 3.50023 0.94973 0.241
H 1.54735 2.29099 1.74402 0.234
H 2.24364 3.43150 0.28925 0.232
H 1.52421 -0.19061 -1.19972 0.215
```

Computed properties:
- Net charge: 0
- Multiplicity: 3
- HOMO (alpha / beta): -6.5475 / -8.6627 eV
- Gap between HOMO and LUMO (alpha / beta): 7.233 / 7.303 eV
- E_tot: -1110.15576 Eh
- F_max: 4.7 eV Å⁻¹
- <S²>: 2.0264

---

A cluster of 2 separate species, C9H16F3N4O2P in total. Source: OMol25; level of theory: ωB97M-V with the def2-TZVPD basis set.

```
35
Properties=species:S:1:pos:R:3:nbo_charge:R:1
C 1.35770 2.44201 2.94380 -0.178
C -0.06407 2.34778 2.86525 -0.132
C -1.65637 2.14011 2.51297 -0.101
C -2.07637 2.67411 0.98541 -0.262
N -3.11151 1.68757 0.40502 -0.637
C -3.46005 0.82959 1.63736 0.741
N -4.66265 0.23594 1.92847 -0.917
N -2.27316 0.75964 2.57461 -0.741
P -1.18782 -0.65516 2.45608 1.415
N -0.75810 -1.05159 0.94596 -1.214
H 2.51955 2.69080 2.84200 0.320
H -2.28270 2.71306 3.35212 0.247
H -1.03138 2.58506 0.42719 0.251
H -2.51330 3.78436 1.01934 0.246
H -2.55227 1.22270 -0.33864 0.426
H -5.42041 0.86411 2.32784 0.443
H -4.89900 -0.77707 1.84537 0.452
H -0.02344 -0.40401 3.29966 0.007
H -1.88391 -1.77929 3.02481 -0.038
H -1.21456 -0.36069 0.32298 0.353
C 0.84327 -1.56239 -1.85972 -0.643
C 2.04982 -0.99788 -1.13730 -0.069
O 3.27012 -1.64338 -1.48023 -0.566
C 3.93917 -1.28062 -2.72186 0.291
O 4.09875 0.03614 -2.80404 -0.703
C 3.28186 -1.92343 -4.00748 0.927
F 2.83591 -3.18697 -3.74773 -0.347
F 4.18847 -2.06124 -5.01672 -0.339
F 2.22979 -1.24166 -4.52145 -0.337
H 0.89700 -2.65335 -1.93404 0.216
H -0.07714 -1.28687 -1.33842 0.186
H 0.76493 -1.15918 -2.87105 0.214
H 1.91066 -1.19703 -0.06831 0.169
H 2.10609 0.09072 -1.23478 0.176
H 4.85513 -1.88190 -2.63450 0.145
```

Computed properties:
- Net charge: 0
- HOMO: -6.1264 eV
- Gap between HOMO and LUMO: 1.678 eV
- E_tot: -1362.48396 Eh
- F_max: 10.2 eV Å⁻¹